Molecular formula: C28H21Cl2N6Pt
Method: DFT, wB97M-V/def2-TZVPD

Results
E_tot in Ha: -2447.92967
Orbital gap in eV: 5.10
Largest force on an atom in eV/Å: 0.32
HOMO level in eV: -2.673
ΔE to the lowest compared entry with this formula, charge and spin in kcal/mol: 0.7

ORCA input file:
```
! RIJCOSX wB97M-V def2-TZVPD def2/J DEFGRID3
* xyz -1 1
Pt -0.110 -0.081 -1.178
C -4.367 -0.229 -1.743
C -3.037 -0.605 -1.486
N -2.057 0.267 -1.523
C -2.296 1.587 -1.821
C -3.602 2.031 -2.082
C -4.643 1.074 -2.032
C -3.828 3.396 -2.382
C -2.761 4.247 -2.418
C -1.445 3.820 -2.164
C -1.160 2.494 -1.854
N 0.032 1.895 -1.596
C 1.297 2.395 -1.441
C 1.747 3.707 -1.509
C 3.112 4.020 -1.356
C 4.061 3.060 -1.149
C 3.659 1.705 -1.060
C 4.573 0.640 -0.877
C 4.127 -0.646 -0.821
C 2.745 -0.893 -0.902
N 1.884 0.082 -1.044
C 2.299 1.385 -1.169
H -5.145 -0.977 -1.696
H -2.759 -1.620 -1.231
H -5.659 1.396 -2.230
H -4.835 3.741 -2.582
H -2.921 5.293 -2.653
H -0.662 4.553 -2.233
H 1.065 4.520 -1.678
H 3.407 5.061 -1.415
H 5.109 3.312 -1.048
H 5.630 0.867 -0.789
H 4.805 -1.476 -0.690
H 2.300 -1.884 -0.843
Cl -1.837 -0.579 1.545
C -1.687 -2.286 1.127
C -2.449 -3.148 1.887
C -2.268 -4.525 1.837
C -1.235 -5.003 1.020
C -0.492 -4.150 0.251
Cl 0.815 -4.833 -0.702
C -0.709 -2.704 0.112
N -0.055 -2.031 -0.772
H -3.170 -2.720 2.575
H -2.876 -5.197 2.427
H -1.004 -6.061 0.992
C 0.349 -2.541 3.680
N 1.251 -1.458 3.341
C 1.656 -0.445 4.178
C 2.474 0.351 3.426
N 2.579 -0.148 2.158
C 1.821 -1.219 2.136
H 0.730 -3.082 4.547
H 0.263 -3.217 2.831
H -0.647 -2.154 3.892
H 1.324 -0.388 5.201
H 2.991 1.248 3.726
H 1.614 -1.848 1.282
*
```



Molecular formula: C2H3IN2O2
Method: DFT, wB97M-V/def2-TZVPD

Results
E_tot in Ha: -635.55608
Orbital gap in eV: 9.70
Largest force on an atom in eV/Å: 3.00
HOMO level in eV: -9.743
ΔE to the lowest compared entry with this formula, charge and spin in kcal/mol: 95.4

ORCA input file:
```
! RIJCOSX wB97M-V def2-TZVPD def2/J DEFGRID3
* xyz 0 1
C -1.158 -0.686 0.462
C 0.029 0.050 0.575
N 0.516 0.331 -1.747
N 0.871 0.391 -0.470
O 1.278 0.628 -2.606
O -0.001 -1.321 0.947
I 0.048 1.400 2.226
H -1.863 -0.607 1.265
H -1.418 -1.080 -0.472
H 1.699 0.893 -0.181
*
```



Molecular formula: C7H10N2O2S2
Method: DFT, wB97M-V/def2-TZVPD

Results
E_tot in Ha: -1328.82469
Orbital gap (alpha / beta) in eV: 6.67 / 6.68
Largest force on an atom in eV/Å: 6.45
HOMO level (alpha / beta) in eV: -7.874 / -7.881
ΔE to the lowest compared entry with this formula, charge and spin in kcal/mol: 160.1

ORCA input file:
```
! RIJCOSX wB97M-V def2-TZVPD def2/J DEFGRID3
* xyz 0 1
C -0.732 0.068 -0.264
C -2.835 -0.038 -0.368
C -1.513 2.148 -0.035
C -1.374 3.601 0.155
C 2.517 -1.134 1.179
C 2.425 -2.023 -1.133
C 1.889 -0.964 -0.227
N -0.493 1.291 -0.136
N -3.355 -1.176 0.040
O -2.602 -2.186 0.049
O -4.543 -1.186 0.338
S -3.167 1.567 -0.145
S -0.074 -1.413 -0.214
H -2.303 3.999 0.645
H -0.487 3.908 0.909
H -1.017 4.021 -0.736
H 2.296 -0.268 1.749
H 2.224 -2.097 1.560
H 3.538 -1.167 1.024
H 1.815 -2.153 -2.097
H 2.215 -2.918 -0.489
H 3.579 -1.940 -1.281
H 1.996 0.059 -0.523
*
```



Molecular formula: C2H3GaO2
Method: DFT, wB97M-V/def2-TZVPD

Results
E_tot in Ha: -2152.23151
Orbital gap in eV: 7.26
Largest force on an atom in eV/Å: 1.92
HOMO level in eV: -21.863
ΔE to the lowest compared entry with this formula, charge and spin in kcal/mol: 119.6

ORCA input file:
```
! RIJCOSX wB97M-V def2-TZVPD def2/J DEFGRID3
* xyz 2 1
H -0.194 1.279 -1.647
C 0.337 1.208 -0.704
C 1.280 1.121 0.073
H 2.321 1.121 0.373
O -1.299 -1.385 -0.469
O -1.130 -1.503 0.988
H -1.747 -0.855 1.354
Ga 0.432 -0.986 0.033
*
```